(1)
DFT (ωB97M-V/def2-TZVPD) results for an isolated ion of composition C4H10N and charge +1 in a non-equilibrium geometry.

HOMO energy in eV: -15.798
F_max in eV Å⁻¹: 5.83
Net charge: +1
Calculated total energy in eV: -5791.4821
Structure (SMILES): C=[NH+]CCC
Kohn-Sham gap in eV: 10.23

Geometry as XYZ:
```
15
Properties=species:S:1:pos:R:3:forces:R:3
N -1.614 -0.218 0.518 -1.42 2.76 -0.98
C -2.224 0.630 -0.233 2.65 -2.13 -0.04
C -0.422 -0.865 0.052 3.48 -2.43 -0.15
C 1.837 0.266 0.362 -1.59 5.59 0.48
C 0.743 0.076 -0.659 -2.55 -0.26 2.48
H 0.160 -1.409 0.954 -1.90 1.10 -2.07
H 2.106 -0.654 0.685 1.33 -2.55 1.33
H -0.825 -1.626 -0.694 0.87 0.68 1.08
H -1.789 0.893 -1.147 0.87 0.20 -1.24
H -3.173 0.953 -0.150 -3.10 1.21 1.50
H 1.472 0.987 1.212 0.41 -1.81 -1.04
H 0.220 0.937 -1.042 0.27 0.75 0.16
H 2.661 0.892 0.000 0.09 -0.71 -0.35
H -2.064 -0.348 1.407 0.17 -0.87 0.64
H 1.153 -0.375 -1.492 0.43 -1.53 -1.77
```
Positions in Å, forces in eV/Å.

(2)
DFT (ωB97M-V/def2-TZVPD) results for a 2-piece molecular cluster, C4H10N overall in a non-equilibrium geometry.

HOMO energy in eV: -12.712
F_max in eV Å⁻¹: 1.67
Net charge: +1
Calculated total energy in eV: -5791.0692
Kohn-Sham gap in eV: 6.76

Geometry as XYZ:
```
15
Properties=species:S:1:pos:R:3:forces:R:3
N 1.218 0.722 1.653 -1.13 -0.26 -0.38
C -1.274 0.290 -1.187 -0.48 0.16 0.78
C 0.004 -0.397 -1.548 -0.40 0.20 0.09
C 0.151 0.819 2.358 1.42 -0.32 -0.81
C 0.340 -1.657 -1.250 1.41 0.55 -0.01
H 1.292 1.317 0.833 0.42 -0.01 -0.03
H -1.672 0.013 -0.199 0.12 0.07 -0.09
H -0.507 1.610 2.037 -0.50 0.05 0.65
H 0.182 -2.168 -0.312 -1.38 -0.39 -0.21
H 1.821 -0.095 1.693 0.30 0.20 0.23
H -1.247 1.370 -1.298 0.31 0.22 0.28
H 0.656 0.219 -2.161 -0.27 -0.59 -0.91
H 0.044 0.083 3.144 -0.57 0.26 0.21
H 1.068 -2.148 -1.885 0.50 0.19 0.31
H -2.077 0.021 -1.879 0.24 -0.33 -0.10
```
Positions in Å, forces in eV/Å.

(3)
DFT (ωB97M-V/def2-TZVPD) results for an isolated ion of composition C4H10N and charge +1 in a non-equilibrium geometry.

HOMO energy in eV: -13.739
F_max in eV Å⁻¹: 4.23
Net charge: +1
Calculated total energy in eV: -5791.2020
Structure (SMILES): C=CCC[NH3+]
Kohn-Sham gap in eV: 9.96

Geometry as XYZ:
```
15
Properties=species:S:1:pos:R:3:forces:R:3
N -0.551 1.372 1.367 0.39 -1.90 0.52
C 0.186 -0.221 -1.460 -0.32 0.61 -2.59
C 0.830 -0.072 -0.032 0.10 -0.26 -2.52
C -0.016 -1.464 -1.890 -0.31 1.26 0.61
C -0.206 -0.079 0.996 0.14 -1.12 4.07
H -1.207 -0.528 0.756 1.23 0.16 0.17
H 0.340 -0.643 1.952 -2.14 1.79 -1.96
H -0.201 0.484 -2.341 1.51 -0.22 2.74
H 1.452 -0.967 0.198 -0.18 0.69 -0.79
H 0.192 1.973 1.600 2.10 0.35 1.10
H 0.116 -2.129 -1.097 0.49 -2.18 0.41
H 1.457 0.817 0.123 0.10 -0.32 -0.38
H -0.791 1.822 0.528 -1.97 0.70 -1.51
H -0.423 -1.740 -2.850 -0.06 -0.04 0.08
H -1.178 1.376 2.149 -1.08 0.46 0.04
```
Positions in Å, forces in eV/Å.

(4)
DFT (ωB97M-V/def2-TZVPD) results for a 3-piece molecular cluster, C4H10N overall in a non-equilibrium geometry.

HOMO energy in eV: -15.579
F_max in eV Å⁻¹: 5.14
Net charge: +1
Calculated total energy in eV: -5783.1818
Kohn-Sham gap in eV: 6.84

Geometry as XYZ:
```
15
Properties=species:S:1:pos:R:3:forces:R:3
N 0.485 -1.237 -0.309 -1.62 1.12 2.23
C -0.875 0.690 -0.235 -2.34 0.52 3.98
C -0.916 -0.737 -0.851 3.97 3.22 0.50
C 0.827 -0.385 0.925 -0.60 -0.29 0.08
C 0.391 1.081 0.813 -2.85 0.23 -0.80
H -1.296 -0.565 -1.949 1.39 -1.76 1.73
H -1.584 0.533 0.650 -0.01 0.79 -1.50
H -1.422 -1.494 -0.215 -0.28 -0.18 -0.24
H 0.978 2.035 0.570 0.20 -2.27 -0.53
H -0.018 1.422 1.816 -0.07 -0.67 -1.30
H 1.104 1.877 -2.334 -0.11 -4.68 -1.56
H 0.657 -0.803 2.163 -0.42 0.17 -3.64
H 1.851 -0.433 1.147 2.25 -0.87 -0.55
H 1.077 0.735 -2.721 0.15 4.64 1.55
H -1.298 1.460 -0.876 0.36 0.02 0.05
```
Positions in Å, forces in eV/Å.

(5)
DFT (ωB97M-V/def2-TZVPD) results for a 2-piece molecular cluster, C4H10N overall in a non-equilibrium geometry.

HOMO energy (spin up / spin down) in eV: -19.801 / -19.801
Expectation value of S²: 0.754
F_max in eV Å⁻¹: 3.58
Spin multiplicity: 2
Net charge: +2
Calculated total energy in eV: -5774.9374
Kohn-Sham gap (spin up / spin down) in eV: 8.23 / 6.46

Geometry as XYZ:
```
15
Properties=species:S:1:pos:R:3:forces:R:3
N -0.860 -3.920 -1.373 0.67 -0.07 1.05
C 0.451 1.547 1.788 1.18 -0.07 -0.94
C 0.048 -0.036 -0.587 1.36 1.00 -3.15
C 0.088 2.208 0.458 1.20 0.66 0.87
C 0.296 1.235 -0.682 -2.30 0.50 1.72
H -0.066 0.568 1.749 -0.12 0.27 0.85
H -0.980 2.473 0.495 0.02 -0.13 -0.81
H 1.525 1.330 1.769 -0.13 -0.10 0.15
H -1.669 -4.116 -0.769 -0.18 -0.16 -0.40
H 0.643 -0.783 -1.142 -0.03 -0.53 1.45
H -0.159 -4.655 -1.537 -0.34 -0.20 -0.33
H 0.654 3.118 0.220 -0.22 -0.03 0.32
H 0.228 1.788 -1.637 -0.18 -0.67 -0.35
H 0.311 2.204 2.646 -0.56 -0.40 -0.05
H -0.511 -2.961 -1.399 -0.35 -0.06 -0.38
```
Positions in Å, forces in eV/Å.

(6)
DFT (ωB97M-V/def2-TZVPD) results for a 2-piece molecular cluster, C4H10N overall in a non-equilibrium geometry.

HOMO energy (spin up / spin down) in eV: -19.482 / -19.401
Expectation value of S²: 0.755
F_max in eV Å⁻¹: 4.41
Spin multiplicity: 2
Net charge: +2
Calculated total energy in eV: -5774.1935
Kohn-Sham gap (spin up / spin down) in eV: 6.11 / 5.68

Geometry as XYZ:
```
15
Properties=species:S:1:pos:R:3:forces:R:3
N 2.740 0.575 -0.559 -0.46 -2.41 0.62
C -0.138 0.291 0.265 1.09 1.64 -1.84
C 0.664 -0.939 0.388 -3.87 -0.38 2.09
C -2.591 0.085 -0.358 -0.72 0.34 -0.63
C -1.552 -0.135 0.476 0.59 -2.52 0.86
H -3.609 -0.294 -0.180 0.56 0.22 0.35
H -1.644 -0.850 1.297 -0.46 0.48 0.01
H 0.185 1.107 0.900 0.27 0.06 0.37
H -2.504 0.750 -1.206 0.14 -0.10 -0.29
H 1.928 -0.174 -0.226 2.13 2.69 -1.35
H 0.324 -1.828 -0.137 0.55 -0.12 -0.55
H -0.058 0.670 -0.792 -0.54 -0.05 0.50
H 2.715 1.188 -1.379 -0.43 0.20 -0.06
H 1.061 -1.082 1.398 0.87 -0.37 -0.27
H 3.675 0.303 -0.239 0.29 0.32 0.19
```
Positions in Å, forces in eV/Å.

(7)
DFT (ωB97M-V/def2-TZVPD) results for an isolated ion of composition C4H10N2 and charge -1 in a non-equilibrium geometry.

HOMO energy (spin up / spin down) in eV: 1.371 / -4.141
Expectation value of S²: 0.751
F_max in eV Å⁻¹: 5.06
Spin multiplicity: 2
Net charge: -1
Calculated total energy in eV: -7286.1985
Kohn-Sham gap (spin up / spin down) in eV: 2.40 / 7.79

Geometry as XYZ:
```
16
Properties=species:S:1:pos:R:3:forces:R:3
N -0.441 2.152 1.151 0.33 3.12 0.02
N -0.480 -1.960 -2.456 -0.07 0.20 -5.05
C -0.139 -0.364 -0.601 0.56 0.84 0.43
C 0.086 -1.499 -1.331 0.08 2.18 3.31
C 0.482 -0.220 0.791 3.31 0.23 1.49
C -0.099 0.893 1.749 -0.45 -1.70 -1.24
H -1.012 -1.240 -2.954 -0.85 0.28 0.84
H 0.623 -2.249 -0.766 0.19 -0.14 0.01
H 0.381 1.114 2.684 1.62 -0.01 0.04
H 1.576 0.214 0.569 -1.67 -1.32 0.58
H 0.098 2.974 1.536 -0.77 -1.64 -0.43
H 0.192 -1.988 -3.310 -0.11 -1.00 1.76
H -0.889 0.336 2.209 -1.95 0.18 -0.13
H -0.444 0.698 -0.901 -0.19 -2.30 -0.43
H -0.499 2.360 0.143 0.05 -1.20 0.86
H 0.564 -1.221 1.487 -0.09 2.28 -2.04
```
Positions in Å, forces in eV/Å.

(8)
DFT (ωB97M-V/def2-TZVPD) results for a 2-piece molecular cluster, C4H10N2 overall in a non-equilibrium geometry.

HOMO energy in eV: -7.379
F_max in eV Å⁻¹: 3.74
Net charge: 0
Calculated total energy in eV: -7283.9545
Structure (SMILES): C=CN.C=CN
Kohn-Sham gap in eV: 6.97

Geometry as XYZ:
```
16
Properties=species:S:1:pos:R:3:forces:R:3
N 1.239 0.890 0.215 1.74 1.60 -1.17
N -2.949 0.790 -0.145 1.35 0.08 -0.41
C 2.545 0.710 -0.213 1.27 -3.29 1.23
C -1.488 -1.036 0.969 -0.34 0.75 0.70
C -2.458 -0.481 0.136 -0.11 -1.81 -0.97
C 3.012 -0.185 -1.139 -2.84 0.55 0.39
H -3.313 1.367 0.593 0.89 0.06 0.37
H 3.718 -0.940 -0.777 0.52 0.89 -0.82
H -0.478 -1.131 0.587 0.77 1.77 1.33
H 2.137 -0.524 -1.749 1.12 -0.27 -0.02
H 0.521 0.424 -0.299 -0.34 -0.08 0.51
H -2.705 -1.216 -0.649 -1.96 -0.20 0.61
H 1.261 1.076 1.199 -1.20 -0.03 0.01
H -2.541 1.275 -0.933 -0.52 0.19 -0.21
H -1.763 -1.878 1.603 -0.16 -0.96 -1.36
H 3.260 0.858 0.603 -0.20 0.74 -0.16
```
Positions in Å, forces in eV/Å.

(9)
DFT (ωB97M-V/def2-TZVPD) results for one molecule with the formula C4H10N2 in a non-equilibrium geometry.

HOMO energy (spin up / spin down) in eV: -7.062 / -7.685
F_max in eV Å⁻¹: 5.97
Net charge: 0
Calculated total energy in eV: -7285.1974
Kohn-Sham gap (spin up / spin down) in eV: 7.75 / 8.48

Geometry as XYZ:
```
16
Properties=species:S:1:pos:R:3:forces:R:3
N 0.459 0.211 1.918 -5.41 1.10 -2.26
N -0.270 0.119 0.636 -0.79 1.02 1.25
C 1.867 0.117 1.927 -0.17 -1.39 -1.97
C -2.088 0.512 -1.255 -0.90 3.30 -0.48
C 0.418 -0.671 -0.329 0.68 -2.26 -1.02
C -1.621 0.571 0.165 3.84 -1.53 1.81
H 2.265 -0.882 1.588 0.12 0.90 0.48
H 2.066 0.318 2.932 0.69 -0.20 1.71
H -2.215 1.214 0.771 0.26 0.17 0.94
H -0.349 -1.303 -0.867 1.08 0.48 0.48
H 1.216 -1.377 0.156 -1.73 1.39 -1.00
H 2.329 0.928 1.395 0.51 0.36 -0.78
H -2.013 -0.313 -1.919 -0.17 -1.31 0.08
H 0.908 -0.037 -1.073 0.15 -0.12 -0.01
H -1.556 1.297 -1.850 0.24 -0.31 0.33
H -3.141 1.026 -1.325 1.61 -1.59 0.44
```
Positions in Å, forces in eV/Å.

(10)
DFT (ωB97M-V/def2-TZVPD) results for a 2-piece molecular cluster, C4H10N2 overall in a non-equilibrium geometry.

HOMO energy in eV: -8.909
F_max in eV Å⁻¹: 2.14
Net charge: 0
Calculated total energy in eV: -7287.9642
Structure (SMILES): [H]/N=N/[H].C=C(C)C
Kohn-Sham gap in eV: 9.86

Geometry as XYZ:
```
16
Properties=species:S:1:pos:R:3:forces:R:3
N -2.863 1.082 -0.734 2.14 0.11 -0.13
N -2.132 0.360 -1.443 -1.66 0.17 -0.01
C 1.357 1.061 0.488 -0.16 0.31 -0.25
C 1.378 -1.394 -0.237 -0.16 -0.08 -0.36
C -0.597 -0.418 0.932 1.64 0.03 -0.10
C 0.630 -0.248 0.379 -1.42 -0.41 1.08
H -1.063 0.370 1.517 -0.06 0.00 -0.33
H -3.869 0.889 -0.841 0.29 -0.64 -0.60
H 2.098 -1.810 0.475 0.02 0.09 -0.09
H 1.948 1.251 -0.414 0.07 -0.03 0.14
H -1.110 0.550 -1.318 -1.01 0.46 0.51
H 0.653 1.897 0.586 0.14 -0.17 0.16
H 1.926 -1.065 -1.126 0.04 -0.08 0.10
H 0.701 -2.198 -0.545 0.10 0.11 0.14
H 2.029 1.064 1.352 0.02 0.02 -0.12
H -1.086 -1.388 0.928 0.01 0.12 -0.13
```
Positions in Å, forces in eV/Å.

(11)
DFT (ωB97M-V/def2-TZVPD) results for one molecule with the formula C4H10N2 in a non-equilibrium geometry.

HOMO energy in eV: -8.156
F_max in eV Å⁻¹: 4.70
Net charge: 0
Calculated total energy in eV: -7287.4051
Structure (SMILES): CC1(C)CNN1
Kohn-Sham gap in eV: 9.20

Geometry as XYZ:
```
16
Properties=species:S:1:pos:R:3:forces:R:3
N -0.363 0.789 -1.920 -0.64 0.18 1.70
N 0.890 0.361 -1.217 -2.02 -1.88 -1.83
C 0.749 -1.247 0.539 1.41 -1.68 4.16
C -0.028 1.052 0.943 0.69 3.02 3.19
C -1.157 -0.142 -0.991 1.27 1.69 -0.08
C 0.103 -0.028 -0.044 -0.06 -1.73 -0.91
H -0.437 0.555 -2.901 0.61 -0.52 -0.01
H 1.880 -0.973 0.971 -2.85 -0.67 -1.48
H 0.228 -1.657 1.558 0.89 1.15 -2.32
H 0.795 -2.142 -0.107 0.16 0.73 0.01
H -0.765 0.838 1.859 1.28 0.52 -2.29
H -0.217 2.055 0.404 -0.34 -1.56 0.99
H -1.392 -1.078 -1.457 0.31 -0.85 -0.02
H 1.006 1.280 1.502 -1.95 -0.79 -1.24
H -2.085 0.269 -0.589 0.17 0.26 -0.09
H 1.514 1.081 -1.039 1.07 2.13 0.21
```
Positions in Å, forces in eV/Å.

(12)
DFT (ωB97M-V/def2-TZVPD) results for a 3-piece molecular cluster, C4H10N2 overall in a non-equilibrium geometry.

HOMO energy in eV: -8.309
F_max in eV Å⁻¹: 2.46
Net charge: 0
Calculated total energy in eV: -7286.9589
Kohn-Sham gap in eV: 9.35

Geometry as XYZ:
```
16
Properties=species:S:1:pos:R:3:forces:R:3
N -1.201 -0.001 -1.115 -0.24 -0.70 -0.31
N 1.248 -2.075 1.816 -1.07 0.54 -0.65
C 1.992 0.315 0.127 0.39 2.00 -1.31
C -2.266 0.528 -0.280 -0.19 0.10 0.02
C 1.174 1.132 -0.570 2.40 0.16 0.53
C 0.670 -1.598 0.901 0.36 -1.44 1.28
H 2.418 0.618 1.078 -0.50 -0.22 0.23
H -0.566 -0.574 -0.555 -0.23 0.30 -0.12
H 0.915 2.108 -0.175 -0.50 -0.22 0.23
H 2.550 -0.460 -0.382 -0.32 -0.31 0.06
H 1.048 1.026 -1.631 -0.41 -0.32 -0.05
H -1.849 1.226 0.445 0.07 0.10 0.00
H -1.590 -0.652 -1.796 -0.03 0.21 0.06
H 1.251 -2.452 2.744 0.30 -0.03 -0.12
H -2.814 -0.229 0.291 -0.13 -0.04 -0.01
H -2.980 1.086 -0.899 0.11 -0.12 0.16
```
Positions in Å, forces in eV/Å.

Which energy relative to the best compared isomer or geometry (same formula, charge and spin) belongs to each record? In order, 229.2 269.1 256.3 1030.1 403.5 475.3 218.2 643.1 523.2 256.2 310.1 353.2 kJ/mol.